(1)
44
Properties=species:S:1:pos:R:3:forces:R:3 method="wB97M-V/def2-TZVPD" lumo_ev=0.17 total_energy_ev=-287174.3372 gap_ev=6.524 e_homo_ev=-6.350 mol_weight_g_mol=963.506
Ir -0.745 -0.490 1.089 0.36 -0.34 -0.23
N -2.672 -4.207 1.172 0.02 -0.02 -0.04
C -2.148 -3.016 0.860 -0.05 0.05 0.05
O -1.175 -2.584 1.495 0.03 0.11 0.03
C -2.701 -2.224 -0.287 0.04 -0.01 -0.08
C -2.562 -0.725 0.012 0.00 0.03 0.08
H -2.312 -4.697 1.974 0.00 0.00 0.01
H -3.487 -4.556 0.702 -0.01 0.01 0.02
H -3.719 -2.541 -0.534 -0.01 0.00 0.03
H -2.069 -2.501 -1.140 -0.03 0.01 -0.01
H -3.423 -0.435 0.621 0.01 0.09 -0.05
H -2.642 -0.156 -0.917 0.06 -0.05 -0.06
C 0.082 2.959 2.171 0.01 -0.03 0.00
As -0.267 1.747 0.716 0.03 0.04 -0.14
C -1.510 2.746 -0.386 -0.01 -0.02 0.02
C 1.374 1.801 -0.342 -0.01 -0.04 -0.03
C 2.143 2.954 -0.448 0.00 0.00 0.00
C 3.319 2.947 -1.185 0.00 0.00 0.00
C 3.728 1.787 -1.827 0.00 0.01 0.00
C 2.962 0.635 -1.732 0.00 0.00 -0.02
C 1.788 0.636 -0.988 -0.03 0.02 0.04
As 0.665 -0.942 -0.813 -0.19 0.10 0.15
C 1.887 -2.444 -0.841 0.05 0.08 0.07
C -0.065 -1.047 -2.621 -0.01 0.03 0.04
H 0.159 3.979 1.796 0.00 -0.01 0.00
H 1.001 2.653 2.665 0.01 -0.03 0.02
H -0.745 2.875 2.872 -0.04 0.00 0.04
H -1.115 3.738 -0.603 0.00 0.00 0.01
H -2.455 2.830 0.149 0.00 -0.01 0.01
H -1.674 2.205 -1.317 0.00 0.00 0.01
H 1.838 3.861 0.060 0.00 0.00 -0.01
H 3.921 3.844 -1.250 0.00 0.00 0.00
H 4.649 1.777 -2.396 0.00 0.00 0.00
H 3.293 -0.269 -2.232 -0.01 0.00 0.01
H 2.358 -2.543 -1.818 0.02 0.01 0.01
H 1.325 -3.349 -0.612 -0.03 0.01 0.00
H 2.629 -2.288 -0.060 0.00 -0.02 -0.01
H 0.730 -0.823 -3.332 -0.01 -0.01 -0.02
H -0.869 -0.321 -2.734 0.01 0.00 0.00
H -0.454 -2.044 -2.823 0.00 -0.01 0.04
Se 1.518 -0.523 2.387 -0.18 -0.06 -0.05
Te 0.747 -1.650 4.495 0.09 -0.06 -0.09
Te -0.990 0.282 5.081 -0.09 0.17 -0.04
Se -2.313 0.119 2.917 -0.05 -0.07 0.21

---

(2)
46
Properties=species:S:1:pos:R:3:forces:R:3 method="wB97M-V/def2-TZVPD" lumo_ev=0.02 total_energy_ev=-49410.7407 gap_ev=7.866 e_homo_ev=-7.847 mol_weight_g_mol=366.435
Ca 0.126 -0.372 -0.454 -0.01 -0.50 -0.31
O 1.196 2.921 0.646 -0.07 -0.03 -0.06
C 0.247 2.232 0.277 0.32 0.43 0.07
O 0.022 1.814 -0.921 0.07 -0.35 0.02
C -0.706 1.615 1.305 -0.36 0.25 0.42
O -1.696 2.179 1.727 0.09 -0.08 0.03
O -0.351 0.381 1.592 -0.06 -0.23 -0.40
C 3.079 -5.223 0.911 0.07 -0.03 0.04
N 1.992 -4.495 0.287 -0.05 0.00 0.10
C 1.212 -4.931 -0.754 -0.09 0.04 -0.09
C 0.348 -3.913 -1.027 0.02 -0.14 0.05
N 0.586 -2.867 -0.171 0.08 0.36 -0.05
C 1.578 -3.253 0.605 0.06 -0.04 -0.09
H 2.756 -6.228 1.178 -0.03 0.01 0.00
H 3.379 -4.701 1.816 0.00 0.01 -0.01
H 3.934 -5.289 0.239 -0.01 0.01 0.00
H 1.332 -5.907 -1.191 0.01 -0.01 0.00
H -0.437 -3.877 -1.764 0.00 0.00 -0.01
H 2.037 -2.655 1.377 0.02 0.03 -0.02
C 3.987 0.541 2.980 -0.01 0.00 -0.03
C 4.139 0.541 1.462 0.05 -0.03 0.01
C 4.323 1.975 0.961 -0.02 -0.03 0.02
C 5.325 -0.329 1.054 -0.03 0.01 0.02
N 2.896 -0.095 0.956 -0.11 0.09 0.03
N 2.657 0.063 -0.453 -0.23 0.08 0.10
H 4.901 0.900 3.453 0.00 0.01 0.00
H 3.780 -0.466 3.345 0.00 0.00 0.01
H 3.168 1.197 3.280 0.00 -0.01 0.02
H 5.140 2.453 1.503 0.01 -0.01 0.01
H 3.412 2.557 1.109 0.02 0.02 -0.02
H 4.586 2.005 -0.099 -0.01 0.01 -0.01
H 6.253 0.109 1.422 0.02 -0.02 0.00
H 5.414 -0.406 -0.032 0.00 0.02 -0.01
H 5.223 -1.334 1.467 0.00 0.00 0.00
H 2.110 0.367 1.415 0.02 -0.02 0.04
H 3.378 -0.449 -0.946 -0.05 0.00 -0.05
H 2.709 1.048 -0.724 0.06 0.00 0.00
N -2.719 -1.073 0.679 -0.13 0.17 0.08
C -3.941 -1.614 0.787 0.05 0.09 -0.11
C -4.318 -2.015 -0.477 0.05 -0.10 -0.04
C -3.233 -1.670 -1.298 -0.19 0.06 0.18
N -2.278 -1.082 -0.590 0.36 -0.04 0.06
H -2.170 -0.564 1.377 0.05 -0.02 0.00
H -4.453 -1.658 1.732 0.00 0.02 0.01
H -5.241 -2.485 -0.765 0.01 -0.02 0.00
H -3.117 -1.804 -2.361 0.01 0.01 -0.01

---

(3)
40
Properties=species:S:1:pos:R:3:forces:R:3 method="wB97M-V/def2-TZVPD" lumo_ev="3.16 / 2.95" total_charge=-1 total_energy_ev=-24187.8605 gap_ev="7.552 / 7.344" spin_multiplicity=2 e_homo_ev="-4.396 / -4.395" mol_weight_g_mol=259.321 s2=0.7542
C 2.792 1.617 1.303 -0.12 0.20 -0.32
C 2.993 0.839 -0.016 0.00 0.42 0.73
C 2.085 -0.384 -0.088 0.56 0.33 -0.69
F 2.834 -1.416 -0.691 0.00 -0.28 0.16
C 0.830 -0.209 -0.938 -0.81 -0.02 -0.36
C 1.248 -0.173 -2.455 0.43 -0.30 -1.59
O 1.012 -1.186 -3.165 -0.05 0.48 0.89
O 1.756 0.904 -2.858 -0.05 -0.08 0.52
C 0.071 1.120 -0.677 -0.34 -0.64 0.16
C -1.322 0.960 -0.035 -0.77 1.76 0.05
C -2.437 0.797 -1.084 0.16 -0.67 0.67
C -1.643 2.300 0.679 -0.02 -0.28 -0.04
N -1.362 -0.090 1.016 2.35 0.48 -0.37
O -0.671 0.300 2.040 -0.58 -0.20 0.33
C -0.972 -1.433 0.526 -1.04 -1.62 -0.72
C -0.325 -2.271 1.626 -0.53 0.48 0.40
C -2.288 -2.195 0.175 0.66 0.00 0.45
C -0.118 -1.408 -0.764 0.39 0.49 0.51
H 2.292 1.019 2.065 0.08 -0.12 0.09
H 3.729 1.992 1.712 0.09 -0.03 0.02
H 2.149 2.480 1.139 -0.03 0.13 0.09
H 4.030 0.520 -0.077 0.03 -0.35 0.02
H 2.837 1.491 -0.871 -0.14 -0.09 -0.19
H 1.884 -0.737 0.923 -0.20 -0.01 0.06
H 0.630 1.828 -0.078 0.23 -0.11 0.08
H -0.090 1.607 -1.634 0.11 0.10 -0.11
H -2.628 1.747 -1.570 0.17 0.04 -0.20
H -3.341 0.523 -0.537 -0.21 -0.14 -0.22
H -2.192 0.045 -1.827 -0.14 -0.04 -0.13
H -0.772 2.710 1.175 0.07 -0.01 0.12
H -2.420 2.170 1.430 -0.14 -0.01 -0.04
H -1.984 3.005 -0.074 0.02 0.19 0.03
H -1.079 -2.426 2.402 0.17 0.05 0.24
H -0.082 -3.253 1.236 0.21 -0.02 -0.21
H 0.539 -1.794 2.071 0.12 -0.07 0.05
H -2.638 -1.972 -0.826 -0.28 0.13 0.02
H -2.054 -3.258 0.229 -0.13 -0.13 -0.21
H -3.028 -1.990 0.947 -0.24 0.05 -0.13
H 0.494 -2.306 -0.794 -0.04 -0.17 -0.02
H -0.760 -1.472 -1.635 0.02 0.08 -0.13

---

(4)
42
Properties=species:S:1:pos:R:3:forces:R:3 method="wB97M-V/def2-TZVPD" lumo_ev="-7.50 / -7.50" total_charge=+2 total_energy_ev=-92284.9606 gap_ev="7.647 / 7.648" e_homo_ev="-15.150 / -15.150" mol_weight_g_mol=367.111
Ga 0.628 0.192 0.945 0.36 -1.36 -0.27
N 0.948 1.615 4.751 0.21 0.89 0.61
C 1.150 1.228 3.506 0.30 -0.30 0.24
S 0.493 -0.401 3.117 0.07 0.57 -0.38
N 1.888 1.988 2.714 -0.37 0.28 0.51
N 1.977 1.485 1.486 -0.24 0.15 -0.28
C 2.908 1.770 0.661 -0.30 0.02 -0.11
C 3.006 0.869 -0.499 -0.09 -0.29 0.06
C 3.983 0.964 -1.467 0.53 -0.95 -0.39
C 4.223 -0.093 -2.379 -2.07 -0.65 1.40
C 3.291 -1.191 -2.291 1.84 0.88 -0.26
C 2.327 -1.196 -1.311 -0.46 0.32 0.13
N 2.184 -0.190 -0.427 -0.71 -0.61 -0.23
H 0.440 1.052 5.406 -0.12 -0.24 0.03
H 1.332 2.494 5.117 -0.15 -0.54 -0.52
H 3.597 2.550 0.912 0.57 0.20 -0.08
H 4.618 1.806 -1.348 0.67 0.57 -0.45
H 5.081 -0.127 -3.042 -0.24 0.18 -0.02
H 3.422 -2.088 -2.890 -0.06 0.28 -0.07
H 1.643 -2.037 -1.207 0.20 0.18 0.01
C -1.070 -2.870 0.171 0.33 -0.17 1.23
C -1.371 -1.858 -0.917 -2.17 -0.15 0.56
P -1.386 -0.162 -0.270 0.68 1.13 0.01
C -1.360 1.019 -1.690 0.81 -1.17 0.30
C -2.609 1.048 -2.509 -1.50 0.37 -0.70
C -2.668 0.202 1.030 0.63 -0.49 0.12
C -4.084 -0.318 0.745 -0.70 0.93 -0.74
H -1.102 -3.911 -0.180 -0.29 0.40 0.05
H -1.710 -2.757 1.095 0.53 -0.21 -1.05
H -0.022 -2.715 0.491 -0.26 -0.13 0.13
H -2.400 -1.998 -1.336 0.67 -0.03 0.22
H -0.698 -1.979 -1.733 0.62 0.31 -0.74
H -0.475 0.715 -2.304 -0.56 0.18 0.43
H -1.134 1.985 -1.274 0.08 0.57 0.23
H -2.817 0.118 -3.060 0.08 0.14 0.42
H -2.497 1.807 -3.288 -0.03 0.00 0.09
H -3.515 1.345 -1.924 0.77 -0.34 -0.40
H -2.548 1.297 1.239 -0.40 -0.79 -0.30
H -2.260 -0.311 1.935 -0.26 0.36 -0.53
H -4.568 0.178 -0.143 0.55 -0.41 0.92
H -4.737 -0.137 1.611 0.28 0.02 -0.24
H -4.108 -1.389 0.556 0.19 -0.09 0.04

---

(5)
40
Properties=species:S:1:pos:R:3:forces:R:3 method="wB97M-V/def2-TZVPD" lumo_ev=0.64 total_energy_ev=-24075.2858 gap_ev=9.713 e_homo_ev=-9.074 mol_weight_g_mol=258.314
C -3.676 -0.048 -0.408 0.24 -0.05 0.20
C -2.715 -0.976 0.333 -0.22 -0.07 -0.10
C -3.518 -1.929 1.215 0.24 0.17 -0.05
C -1.821 -1.774 -0.650 0.16 0.08 0.31
C -1.315 -0.932 -1.775 0.45 0.06 -0.12
C -0.028 -0.601 -1.919 -0.48 -0.24 0.23
C 0.409 0.221 -3.069 -0.26 0.34 -0.63
O -0.313 0.566 -3.972 0.04 -0.08 0.13
O 1.701 0.566 -3.011 0.57 -0.01 0.23
O 0.979 -0.965 -1.071 0.01 0.10 -0.27
C 0.556 -1.455 0.182 0.07 -0.70 0.48
O 0.195 -0.432 1.057 -0.16 -0.12 -0.20
C 1.243 0.421 1.483 0.17 0.25 -0.12
C 1.574 1.524 0.474 0.01 -0.07 0.15
C 2.502 2.590 1.051 0.18 -0.26 0.02
C 3.922 2.076 1.297 -0.36 -0.06 -0.17
O 4.783 3.081 1.778 0.25 0.38 0.11
C -0.617 -2.429 0.042 0.10 0.32 -0.07
H -4.351 0.425 0.303 -0.10 0.07 0.02
H -3.139 0.735 -0.935 -0.02 0.11 -0.10
H -4.275 -0.606 -1.125 -0.13 -0.06 -0.13
H -2.057 -0.374 0.963 -0.08 -0.03 -0.07
H -4.107 -1.363 1.934 -0.08 0.01 0.10
H -4.199 -2.524 0.610 -0.11 -0.09 -0.06
H -2.873 -2.604 1.771 0.02 -0.13 0.10
H -2.447 -2.565 -1.083 0.00 0.03 0.00
H -2.006 -0.589 -2.527 0.03 0.12 -0.13
H 1.933 1.092 -3.793 -0.33 -0.11 0.04
H 1.448 -1.981 0.570 -0.22 0.19 -0.09
H 2.134 -0.182 1.704 -0.05 0.01 0.07
H 0.876 0.867 2.412 0.15 -0.02 -0.02
H 2.029 1.082 -0.413 -0.08 0.05 -0.01
H 0.633 1.991 0.174 -0.01 -0.05 -0.06
H 2.555 3.424 0.345 0.00 0.04 0.04
H 2.095 2.974 1.989 0.02 0.10 0.03
H 4.321 1.638 0.370 -0.08 -0.07 0.10
H 3.925 1.307 2.072 0.00 -0.05 -0.09
H 4.792 3.810 1.146 0.00 -0.08 0.06
H -0.266 -3.272 -0.557 0.03 -0.02 0.06
H -0.879 -2.789 1.034 0.04 -0.08 0.02

---

(6)
42
Properties=species:S:1:pos:R:3:forces:R:3 method="wB97M-V/def2-TZVPD" lumo_ev=0.60 total_energy_ev=-36958.2313 gap_ev=9.395 e_homo_ev=-8.797 mol_weight_g_mol=306.380
C 2.085 0.219 1.578 0.16 -1.14 -0.31
O 0.743 0.637 1.291 0.59 0.38 -0.16
C 0.035 0.982 2.362 -1.45 0.59 -0.59
O 0.251 0.632 3.471 0.89 -0.60 1.81
C -1.145 1.865 2.039 0.37 0.07 -1.12
C -2.198 1.161 1.187 -0.34 0.00 0.40
C -2.928 0.040 1.931 -0.23 -0.04 0.11
S -2.204 -1.585 1.545 0.30 -0.09 0.01
H 2.160 -0.456 2.424 -0.36 0.06 0.20
H 2.760 1.041 1.707 -0.13 0.53 0.25
H 2.430 -0.323 0.709 -0.06 -0.02 -0.26
H -1.569 2.278 2.945 -0.03 -0.20 0.26
H -0.764 2.701 1.450 0.05 0.12 -0.02
H -2.947 1.905 0.925 -0.05 0.08 -0.18
H -1.769 0.783 0.262 0.09 0.04 -0.11
H -2.919 0.226 3.001 0.18 -0.10 0.13
H -3.970 0.037 1.631 -0.14 -0.18 -0.11
H -2.311 -2.262 2.704 -0.13 0.39 -0.04
O 4.377 1.530 0.442 0.52 0.26 -0.14
C 4.378 2.600 -0.095 -0.30 -0.19 0.06
C 3.481 3.045 -1.231 0.37 0.32 -0.28
C 4.192 4.297 -1.736 -0.14 -0.02 -0.12
C 4.879 4.800 -0.476 0.00 0.18 -0.11
O 5.189 3.617 0.282 -0.01 -0.06 -0.05
H 2.491 3.269 -0.828 -0.02 -0.11 0.01
H 3.410 2.274 -1.992 -0.17 -0.14 0.16
H 3.529 5.034 -2.187 0.01 0.03 0.07
H 4.940 4.019 -2.480 0.01 0.02 0.02
H 4.228 5.436 0.128 -0.01 -0.03 0.01
H 5.798 5.340 -0.688 0.07 -0.09 0.15
O -4.846 -2.927 -0.926 -0.07 0.02 -0.27
C -4.097 -3.710 -1.429 -0.08 -0.02 0.46
C -2.848 -4.311 -0.812 0.35 -0.05 -0.56
C -2.131 -4.889 -2.028 0.11 -0.06 0.14
C -3.289 -5.214 -2.958 0.13 -0.10 -0.07
O -4.290 -4.225 -2.673 0.04 0.07 0.01
H -3.143 -5.088 -0.105 -0.04 0.09 0.08
H -2.257 -3.549 -0.313 -0.25 -0.03 0.19
H -1.504 -5.751 -1.806 -0.06 -0.03 -0.03
H -1.499 -4.122 -2.479 -0.01 -0.02 -0.02
H -3.714 -6.202 -2.764 -0.01 0.01 0.02
H -3.013 -5.152 -4.008 -0.17 0.07 -0.03